# C13H29AlBBr3O6S3

A structure of composition C13H29AlBBr3O6S3 at a distorted geometry (wB97M-V/def2-TZVPD, the OMol25 dataset).

CARTESIAN COORDINATES (ANGSTROEM)
H  -1.48  -10.79  -20.76
Br  2.19  -8.32  -14.85
H  2.81  -10.27  -19.05
S  0.72  -8.81  -20.95
H  1.47  -8.88  -17.15
H  3.33  -10.30  -20.99
C  2.97  -11.94  -16.03
H  4.42  -9.00  -19.06
O  5.72  -9.86  -23.09
H  3.92  -14.69  -15.93
Al  6.62  -8.90  -18.01
C  -1.27  -10.18  -19.87
S  4.74  -11.89  -15.61
H  6.15  -13.59  -16.35
C  6.25  -12.14  -21.80
O  1.33  -9.36  -22.13
H  5.43  -14.04  -21.05
H  3.50  -9.53  -17.41
H  3.35  -10.90  -22.68
C  -1.76  -8.76  -20.12
H  0.81  -11.04  -19.90
H  -0.91  -7.17  -21.42
H  3.18  -12.60  -20.33
O  1.35  -7.74  -20.23
H  2.75  -10.93  -16.38
O  5.30  -10.59  -15.99
C  3.82  -12.50  -21.21
H  0.54  -9.63  -18.82
S  5.50  -10.50  -21.84
H  7.26  -12.05  -21.41
B  3.87  -9.97  -18.53
Br  -0.03  -10.37  -15.78
O  5.93  -9.81  -20.62
C  0.24  -10.13  -19.73
H  5.42  -12.71  -17.73
H  6.27  -12.45  -22.85
C  5.27  -12.96  -20.98
C  -1.00  -8.25  -21.32
H  -1.78  -10.69  -19.05
H  3.40  -13.11  -22.01
H  -1.53  -8.15  -19.25
C  0.94  -8.76  -16.22
H  2.69  -12.82  -18.02
O  4.92  -12.35  -14.27
H  2.47  -12.09  -15.07
C  4.00  -14.07  -16.82
Br  -0.31  -7.32  -16.50
H  1.88  -13.63  -16.68
H  4.12  -14.72  -17.69
H  -1.33  -8.75  -22.23
C  5.23  -13.18  -16.77
H  -2.84  -8.81  -20.26
C  2.79  -13.12  -16.98
H  5.47  -12.74  -19.93
H  4.60  -10.92  -18.51
C  3.77  -11.03  -21.68

Properties
Highest occupied orbital energy, eV: -15.29
Calculated total energy, Eh: -10147.12124
Maximum force, eV Å⁻¹: 2.22
Charge: +2
LUMO level, Eh: -0.4705
Frontier orbital gap, eV: 2.4885


# C13H29Cl4FN6O15

A cluster of 9 separate species, C13H29Cl4FN6O15 in total at a distorted geometry (wB97M-V/def2-TZVPD, the OMol25 dataset).

CARTESIAN COORDINATES (ANGSTROEM)
H  20.46  -12.68  1.74
O  15.87  -17.51  6.70
H  10.14  -14.17  7.91
H  18.16  -19.11  7.90
O  5.81  -22.02  3.26
F  17.80  -16.52  6.28
H  14.52  -24.10  5.16
O  16.68  -19.53  6.64
C  24.18  -15.76  9.32
H  18.51  -18.98  6.12
C  18.27  -12.29  1.36
H  23.32  -20.84  2.97
O  21.14  -22.92  13.32
Cl  18.16  -10.79  2.28
C  17.81  -18.74  6.93
O  19.89  -21.13  13.01
O  24.00  -17.07  7.34
N  9.98  -14.28  5.80
H  23.69  -14.82  9.57
H  14.47  -25.46  4.01
C  6.88  -22.35  5.31
H  11.58  -14.25  7.11
N  20.54  -21.96  13.66
N  15.15  -11.14  11.15
O  6.00  -24.03  3.97
H  20.35  -20.49  15.01
H  22.51  -22.18  3.90
H  16.03  -11.31  9.36
H  25.20  -15.71  9.70
H  21.55  -21.79  15.46
O  14.70  -11.72  12.15
O  20.96  -22.51  1.72
H  23.30  -22.49  2.37
H  15.18  -24.18  2.07
Cl  16.61  -24.95  4.51
C  15.56  -18.77  6.57
C  19.70  -12.65  0.96
O  14.40  -19.17  6.60
Cl  20.18  -11.66  -0.43
O  14.58  -10.18  10.62
H  19.66  -13.71  0.69
C  20.53  -21.56  15.13
C  16.23  -11.73  10.34
C  10.59  -14.71  7.08
C  22.72  -21.75  2.92
H  10.71  -15.79  7.08
O  8.81  -13.98  5.89
H  23.61  -16.57  9.78
N  21.47  -21.51  2.16
Cl  13.05  -23.36  2.80
H  7.30  -23.25  5.77
N  24.25  -15.98  7.87
N  6.12  -22.84  4.08
H  17.79  -13.15  1.82
O  10.75  -14.25  4.82
H  19.66  -22.10  15.49
O  24.52  -14.96  7.24
H  6.20  -21.89  6.03
C  14.76  -23.67  2.93
H  17.35  -17.12  8.19
H  17.20  -11.59  10.82
C  17.23  -17.42  7.15
H  15.95  -12.76  10.12
O  20.98  -20.45  2.16
H  7.71  -21.68  5.09
H  15.38  -22.77  2.98
C  14.94  -24.50  4.23
H  17.63  -12.31  0.48

Properties
Highest occupied orbital energy, eV: -10.63
Structure (SMILES): O=C1OC[C@@H](F)O1.C[N+](=O)[O-].C[N+](=O)[O-].C[N+](=O)[O-].C[N+](=O)[O-].C[N+](=O)[O-].C[N+](=O)[O-].ClCCCl.ClCCCl
Calculated total energy, Eh: -3909.83924
Maximum force, eV Å⁻¹: 4.07
LUMO level, Eh: -0.0147
Relative energy (zero: lowest compared OMol25 entry of this formula, charge and spin), kcal per mole: 26.26
Frontier orbital gap, eV: 10.2251


# C13H2Cl9MoO2

A structure of composition C13H2Cl9MoO2 at a distorted geometry (wB97M-V/def2-TZVPD, the OMol25 dataset).

CARTESIAN COORDINATES (ANGSTROEM)
C  2.19  0.99  -2.81
C  0.04  1.81  -3.62
C  -0.60  1.32  -2.48
C  -1.74  0.84  1.63
O  -1.93  0.03  0.55
H  -0.31  -3.25  -0.33
Cl  -3.47  3.67  3.77
H  -0.67  -2.24  -1.83
Cl  -3.99  2.15  1.05
C  1.51  0.53  -1.71
Mo  -0.21  -0.62  0.10
C  1.43  1.64  -3.78
Cl  -1.00  2.93  5.51
C  -2.39  2.46  3.24
C  0.15  0.66  -1.51
C  -0.62  0.51  2.41
Cl  -2.29  1.50  -2.29
C  -0.37  1.15  3.62
Cl  2.19  2.22  -5.18
Cl  -0.87  2.58  -4.83
C  -2.64  1.81  2.04
C  -0.41  -2.26  -0.77
Cl  2.32  -0.33  -0.39
Cl  0.99  0.68  4.52
C  -1.26  2.13  4.02
Cl  3.87  0.75  -2.96
O  0.08  -0.57  1.94

Properties
Highest occupied orbital energy (spin up / spin down), eV: -12.35 / -12.35
Calculated total energy, Eh: -4856.67292
Maximum force, eV Å⁻¹: 1.53
Charge: +1
LUMO level (spin up / spin down), Eh: -0.2185 / -0.2184
Relative energy (zero: lowest compared OMol25 entry of this formula, charge and spin), kcal per mole: 32.46
Frontier orbital gap (spin up / spin down), eV: 6.4053 / 6.4072


# C13H30BrCaClINO6Si

A structure of composition C13H30BrCaClINO6Si at a distorted geometry (wB97M-V/def2-TZVPD, the OMol25 dataset).

CARTESIAN COORDINATES (ANGSTROEM)
H  -1.79  1.46  -0.33
C  4.94  2.86  -0.01
H  -6.16  -2.39  -2.36
H  -6.99  -2.86  -0.86
H  -3.25  -0.58  0.65
C  5.71  0.38  2.87
H  -4.65  -3.30  0.60
H  -5.48  -3.70  -1.37
H  2.88  -0.11  1.53
C  6.01  0.15  1.34
O  -2.31  -2.25  -0.17
H  5.14  0.45  -1.24
H  1.82  2.05  2.25
H  -3.47  2.02  -0.31
H  5.80  2.56  2.86
C  -4.68  -2.21  0.55
C  -2.45  -1.94  -1.56
H  5.47  3.09  -0.96
C  -6.01  -2.74  -1.34
H  -2.92  -1.93  1.72
H  5.95  -0.95  1.15
O  -7.39  0.34  -4.69
H  3.98  3.40  -0.06
H  -2.48  2.29  -1.77
C  1.84  1.29  0.19
C  1.11  1.56  1.55
Cl  7.16  0.71  -1.68
H  4.08  1.91  2.96
I  2.75  -1.47  -0.86
H  0.91  0.55  1.99
H  -1.17  -0.21  -1.52
O  -8.56  -0.17  -2.94
C  -3.27  -1.67  0.71
Si  4.80  0.97  0.09
Ca  3.08  -1.93  1.83
H  1.11  0.76  -0.45
H  7.03  0.46  1.04
H  -5.29  -1.84  1.38
H  2.13  2.20  -0.34
H  -2.12  -0.39  -3.02
H  5.53  3.33  0.78
O  -7.43  -1.71  -3.97
C  -2.15  -0.49  -1.93
O  -3.17  0.37  -1.45
C  3.03  0.30  0.47
C  -2.69  1.60  -0.94
N  -7.79  -0.51  -3.86
H  0.15  2.08  1.45
H  5.18  1.85  4.34
O  -5.25  -1.75  -0.65
H  -1.71  -2.56  -2.07
H  6.68  0.30  3.39
H  -3.42  -2.25  -1.94
C  5.14  1.76  3.24
Br  4.62  -1.12  3.71

Properties
Highest occupied orbital energy, eV: -5.53
Calculated total energy, Eh: -5318.13970
Maximum force, eV Å⁻¹: 3.05
LUMO level, Eh: -0.1485
Frontier orbital gap, eV: 1.4912


# C13H30F9N3O11S

A cluster of 8 separate species, C13H30F9N3O11S in total at a distorted geometry (wB97M-V/def2-TZVPD, the OMol25 dataset).

CARTESIAN COORDINATES (ANGSTROEM)
H  -3.53  1.21  6.25
H  -3.02  -6.14  0.64
O  -0.56  -2.74  0.31
C  -0.12  -1.17  -3.32
C  0.02  5.76  -1.02
C  1.00  -1.95  -4.13
H  -1.14  -5.03  -0.43
F  -1.19  6.08  -0.68
C  -1.83  -2.75  0.22
S  -0.04  3.98  -1.88
H  -0.19  0.25  0.64
H  4.97  0.65  0.77
H  2.84  0.91  -1.89
O  3.08  0.31  -0.10
H  2.22  -2.23  -1.77
H  1.33  0.63  0.00
H  2.61  -1.36  -0.42
O  2.17  -2.36  -3.49
C  4.47  0.62  -0.20
H  -2.75  3.98  5.91
F  0.83  5.70  0.08
H  2.92  -2.92  -0.45
O  -0.06  0.17  -2.90
F  0.23  0.85  4.58
C  -0.61  0.88  3.53
H  3.33  1.21  -3.41
O  5.18  -0.05  -2.67
C  -3.96  2.20  6.08
H  -4.94  2.16  5.62
O  -0.65  3.16  -0.84
C  -3.00  -6.02  -0.45
H  2.38  2.30  -2.65
H  -4.06  -5.82  -0.60
H  -1.07  -1.35  -3.83
H  0.37  -2.77  -4.50
F  0.61  6.67  -1.81
F  -0.72  -0.40  3.10
H  5.64  -1.23  -0.95
H  6.36  0.34  -1.19
H  -2.06  -4.79  -1.96
O  -2.66  -3.74  -0.25
C  -3.09  3.13  5.31
O  -1.95  2.33  4.90
H  1.31  -1.31  -4.95
H  -3.55  3.58  4.43
H  0.08  0.37  -0.98
N  2.25  -2.24  -0.76
F  -0.05  1.58  2.49
F  -2.03  -0.48  0.73
H  4.50  1.69  -0.39
H  1.34  -2.47  -0.38
H  -2.60  -6.94  -0.86
H  -0.35  -1.85  -2.50
C  5.41  -0.20  -1.25
N  2.56  1.32  -2.77
C  -2.12  -4.84  -0.87
C  -2.69  -1.63  0.64
C  -2.01  1.48  3.81
H  -4.05  2.56  7.10
O  1.40  3.64  -2.10
O  -3.02  1.16  3.13
N  0.33  0.74  -0.08
O  -0.85  4.02  -3.10
H  0.00  1.70  -0.14
H  1.69  0.85  -2.98
F  -3.73  -1.40  -0.18
F  -3.20  -1.96  1.80

Properties
Highest occupied orbital energy, eV: 0.27
Calculated total energy, Eh: -2802.07164
Maximum force, eV Å⁻¹: 5.99
Charge: -2
LUMO level, Eh: 0.1221
Frontier orbital gap, eV: 3.0519


# C13H30ILuO2P2

A structure of composition C13H30ILuO2P2 at a distorted geometry (wB97M-V/def2-TZVPD, the OMol25 dataset).

CARTESIAN COORDINATES (ANGSTROEM)
H  -4.74  4.79  -0.17
C  0.90  1.16  3.61
C  -1.96  1.35  3.05
H  -0.05  -1.78  3.73
C  3.96  -1.03  1.62
H  -1.19  -2.27  -3.11
H  5.06  -1.13  1.61
H  3.58  -1.68  2.41
C  -5.05  4.18  -1.02
H  2.46  -0.29  -3.33
H  -1.13  0.58  -4.67
C  -1.43  -1.24  0.03
C  -1.34  0.57  -3.59
H  5.21  -2.71  0.12
Lu  0.26  0.31  -0.04
H  -2.25  -0.02  -3.41
H  -1.03  -0.72  4.74
P  -0.45  0.38  2.62
H  1.35  0.14  -4.66
C  -0.86  -1.04  3.70
H  1.18  2.16  3.25
H  -6.15  4.25  -1.14
C  -4.67  2.75  -0.80
C  1.80  -1.49  0.12
C  4.12  -2.77  -0.12
H  3.72  0.01  1.88
O  -2.50  -1.71  0.04
H  -1.95  1.62  4.12
H  1.81  1.37  -3.45
I  -2.37  2.22  -0.49
H  -2.04  2.26  2.46
H  0.52  1.26  4.64
H  0.58  -2.59  -3.05
O  -5.42  1.81  -0.77
C  1.57  0.31  -3.60
H  3.65  -0.71  -0.45
H  -4.57  4.57  -1.92
H  -1.51  1.59  -3.25
H  1.50  -2.20  -0.67
H  1.81  0.54  3.67
H  -0.13  -1.85  -4.49
H  -2.84  0.73  2.86
C  -0.19  -1.90  -3.39
H  1.35  -1.84  1.06
H  3.79  -3.63  0.48
C  3.36  -1.48  0.27
H  4.02  -3.08  -1.17
H  -1.79  -1.52  3.35
P  0.05  -0.22  -2.69

Properties
Highest occupied orbital energy, eV: -14.39
Calculated total energy, Eh: -2879.14725
Maximum force, eV Å⁻¹: 7.25
Charge: +2
LUMO level, Eh: -0.2790
Relative energy (zero: lowest compared OMol25 entry of this formula, charge and spin), kcal per mole: 17.17
Frontier orbital gap, eV: 6.8032


# C13H30INO2

A structure of composition C13H30INO2 at a distorted geometry (wB97M-V/def2-TZVPD, the OMol25 dataset).

CARTESIAN COORDINATES (ANGSTROEM)
H  7.58  0.03  2.18
I  -2.21  -1.83  -2.13
O  -1.00  -1.06  -3.55
H  -5.97  4.14  1.67
H  -5.77  2.44  3.45
C  -6.21  2.82  0.00
H  -6.25  1.35  -1.56
H  -4.57  3.13  1.38
C  4.38  -2.72  -1.32
H  6.35  -0.54  3.32
C  5.26  -3.10  -0.14
H  -4.15  0.19  -1.02
C  -4.31  1.21  -0.65
H  0.96  -2.24  -3.16
H  -3.86  1.24  0.34
C  6.73  -0.66  2.30
H  5.30  -3.10  2.01
H  6.24  -2.63  -0.25
H  3.64  -0.88  0.71
H  -5.89  3.61  -0.68
O  0.05  0.61  -2.52
H  -3.66  3.20  -1.23
H  -7.25  2.16  2.52
C  -6.16  2.16  2.47
H  -6.27  0.67  0.05
C  4.41  -1.23  1.42
H  4.23  -1.64  -1.39
H  -2.52  1.92  -1.64
H  7.11  -1.67  2.19
C  -5.82  1.46  -0.56
C  0.07  -0.48  -2.92
H  5.34  0.70  1.39
C  -3.59  2.17  -1.58
H  3.70  -3.25  1.33
H  -7.30  2.88  0.03
H  1.72  -1.18  -2.10
H  -5.83  1.14  2.27
N  1.17  -1.28  -2.94
H  -4.00  2.13  -2.59
H  3.40  -3.21  -1.25
H  6.06  -0.43  0.27
C  4.65  -2.72  1.21
C  5.64  -0.34  1.28
H  5.43  -4.17  -0.15
C  -5.66  3.13  1.40
H  4.84  -3.05  -2.26
H  3.98  -1.08  2.42

Properties
Highest occupied orbital energy, eV: -9.96
Calculated total energy, Eh: -1016.23509
Maximum force, eV Å⁻¹: 3.58
LUMO level, Eh: -0.0520
Frontier orbital gap, eV: 8.5439


# C13H30N2O10S2

A cluster of 3 separate species, C13H30N2O10S2 in total at a distorted geometry (wB97M-V/def2-TZVPD, the OMol25 dataset).

CARTESIAN COORDINATES (ANGSTROEM)
O  -3.63  0.81  -1.58
H  -4.27  -0.24  4.92
H  -0.48  -0.90  -1.97
C  -3.27  2.72  -3.09
H  2.31  -4.70  1.02
H  0.17  0.22  -3.21
H  -2.51  -2.30  1.32
O  2.25  -2.02  0.88
H  2.65  2.12  0.95
H  -0.60  0.10  1.45
C  -0.82  -0.97  1.42
C  -1.63  2.11  -1.20
O  1.42  2.56  -3.05
H  -1.88  3.14  -0.92
H  4.72  -4.40  1.64
C  3.09  -5.10  0.38
H  -3.98  1.35  -0.85
H  0.90  2.49  0.89
H  3.22  -6.16  0.61
O  -2.13  1.18  3.72
C  0.36  2.81  -2.54
H  -5.41  -0.05  3.55
H  1.28  -0.75  -2.21
C  -4.59  0.39  4.10
N  -0.20  2.07  -1.53
H  3.81  0.33  0.82
O  4.18  -2.10  2.41
H  4.00  -0.52  -0.74
O  -3.64  1.25  1.79
H  0.16  4.58  -3.16
S  3.66  -1.96  1.08
H  -2.84  2.77  -4.09
S  -3.23  0.61  3.01
O  -0.42  3.86  -2.87
C  4.28  -0.51  0.31
C  1.62  0.98  -0.48
H  5.21  -4.84  0.00
C  -2.30  -1.24  1.43
H  2.77  -5.00  -0.66
O  4.38  -3.01  0.14
H  -0.32  -1.44  2.26
H  -4.85  1.39  4.46
N  0.45  0.87  -1.24
C  -2.64  1.59  -2.26
C  4.41  -4.39  0.59
O  2.39  0.05  -0.42
H  -4.34  2.50  -3.20
H  -1.73  1.49  -0.30
H  -0.39  -1.38  0.50
C  1.79  2.26  0.30
O  -2.97  -0.91  2.69
H  -2.82  -0.71  0.64
H  -2.14  0.88  -2.93
H  -3.15  3.70  -2.62
H  1.97  3.10  -0.37
H  5.36  -0.48  0.44
C  0.34  -0.21  -2.22

Properties
Highest occupied orbital energy, eV: -9.60
Structure (SMILES): CC(=O)N(C)N(C[C@H](C)O)C(=O)O.CCOS(C)(=O)=O.CCOS(C)(=O)=O
Calculated total energy, Eh: -2171.56229
Maximum force, eV Å⁻¹: 4.84
LUMO level, Eh: 0.0175
Relative energy (zero: lowest compared OMol25 entry of this formula, charge and spin), kcal per mole: 30.94
Frontier orbital gap, eV: 10.0785


Among the records above, which one has the lowest maximum force? C13H2Cl9MoO2


The lowest calculated total energy belongs to which entry? C13H29AlBBr3O6S3


What did the first record say?
# C13H29AlBBr3O6S3

A structure of composition C13H29AlBBr3O6S3 at a distorted geometry (wB97M-V/def2-TZVPD, the OMol25 dataset).

CARTESIAN COORDINATES (ANGSTROEM)
H  -1.48  -10.79  -20.76
Br  2.19  -8.32  -14.85
H  2.81  -10.27  -19.05
S  0.72  -8.81  -20.95
H  1.47  -8.88  -17.15
H  3.33  -10.30  -20.99
C  2.97  -11.94  -16.03
H  4.42  -9.00  -19.06
O  5.72  -9.86  -23.09
H  3.92  -14.69  -15.93
Al  6.62  -8.90  -18.01
C  -1.27  -10.18  -19.87
S  4.74  -11.89  -15.61
H  6.15  -13.59  -16.35
C  6.25  -12.14  -21.80
O  1.33  -9.36  -22.13
H  5.43  -14.04  -21.05
H  3.50  -9.53  -17.41
H  3.35  -10.90  -22.68
C  -1.76  -8.76  -20.12
H  0.81  -11.04  -19.90
H  -0.91  -7.17  -21.42
H  3.18  -12.60  -20.33
O  1.35  -7.74  -20.23
H  2.75  -10.93  -16.38
O  5.30  -10.59  -15.99
C  3.82  -12.50  -21.21
H  0.54  -9.63  -18.82
S  5.50  -10.50  -21.84
H  7.26  -12.05  -21.41
B  3.87  -9.97  -18.53
Br  -0.03  -10.37  -15.78
O  5.93  -9.81  -20.62
C  0.24  -10.13  -19.73
H  5.42  -12.71  -17.73
H  6.27  -12.45  -22.85
C  5.27  -12.96  -20.98
C  -1.00  -8.25  -21.32
H  -1.78  -10.69  -19.05
H  3.40  -13.11  -22.01
H  -1.53  -8.15  -19.25
C  0.94  -8.76  -16.22
H  2.69  -12.82  -18.02
O  4.92  -12.35  -14.27
H  2.47  -12.09  -15.07
C  4.00  -14.07  -16.82
Br  -0.31  -7.32  -16.50
H  1.88  -13.63  -16.68
H  4.12  -14.72  -17.69
H  -1.33  -8.75  -22.23
C  5.23  -13.18  -16.77
H  -2.84  -8.81  -20.26
C  2.79  -13.12  -16.98
H  5.47  -12.74  -19.93
H  4.60  -10.92  -18.51
C  3.77  -11.03  -21.68

Properties
Highest occupied orbital energy, eV: -15.29
Calculated total energy, Eh: -10147.12124
Maximum force, eV Å⁻¹: 2.22
Charge: +2
LUMO level, Eh: -0.4705
Frontier orbital gap, eV: 2.4885